1.
Computed, not measured: a molecular structure, C26H19BrN4O8PtS3, with wB97M-V/def2-TZVPD.

Results
Energy above the lowest of the compared OMol25 structures with the same formula, charge and spin: 52.1 kJ/mol
Total energy: -155405.643 eV

CARTESIAN COORDINATES (ANGSTROEM)
Pt1 0.40109 0.21525 0.04867
N1 4.17789 -1.28472 1.43672
C1 3.00325 -0.98943 0.86300
S1 2.43822 0.63760 1.05346
N2 2.39508 -1.95113 0.20353
N3 1.21375 -1.55609 -0.32888
C2 0.44304 -2.40621 -0.91372
C3 0.79473 -3.83454 -1.06042
C4 1.83567 -4.22457 -1.89556
C5 2.13435 -5.56986 -2.03651
C6 1.40520 -6.52231 -1.33670
C7 0.37373 -6.13113 -0.49585
C8 0.06241 -4.78625 -0.35942
C9 -0.81178 -1.87793 -1.47230
C10 -1.66377 -2.64852 -2.24280
C11 -2.76308 -2.04893 -2.83223
C12 -2.95055 -0.68620 -2.68657
C13 -2.05387 0.03828 -1.91693
N4 -1.04668 -0.56026 -1.28413
H1 4.66702 -0.60501 1.98851
H2 4.58373 -2.19047 1.27952
H3 2.40758 -3.47460 -2.42663
H4 2.94077 -5.87552 -2.68982
H5 1.64446 -7.57210 -1.44495
H6 -0.18816 -6.87110 0.05825
H7 -0.73456 -4.47226 0.30407
H8 -1.44833 -3.69758 -2.38334
H9 -3.44896 -2.63851 -3.42534
H10 -3.77934 -0.17529 -3.15322
H11 -2.14577 1.09941 -1.78651
O1 0.80641 0.15718 3.42659
S2 -0.42409 -0.48019 3.07339
O2 -0.75687 -1.73064 3.68708
O3 -0.56097 -0.69428 1.55438
C14 -1.69550 0.68847 3.51670
C15 -2.21221 0.46317 4.78625
C16 -3.05484 1.38499 5.38621
C17 -3.37554 2.55257 4.71806
C18 -2.88369 2.77468 3.44152
C19 -2.04717 1.85113 2.82272
S3 -1.84389 2.19486 1.06934
O4 -2.07178 3.59840 0.91149
O5 -2.71817 1.26279 0.41908
O6 -0.37896 1.95989 0.65080
H12 -1.93163 -0.44451 5.30166
H13 -3.44672 1.19037 6.37551
H14 -4.02143 3.28927 5.17663
H15 -3.15423 3.66778 2.89858
Br1 2.93139 7.67965 -1.72305
C20 2.23542 5.92417 -1.86600
C21 2.31959 5.07085 -0.77899
C22 1.82378 3.78200 -0.89300
C23 1.23186 3.35627 -2.07306
C24 1.13941 4.23766 -3.14687
C25 1.64945 5.52115 -3.05503
C26 0.65827 1.98794 -2.25701
O7 -0.22932 1.79412 -3.05788
O8 1.23871 0.97878 -1.58930
H16 2.76384 5.40801 0.14676
H17 1.87383 3.12714 -0.03773
H18 0.65971 3.90401 -4.05680
H19 1.58821 6.20230 -3.89194

Here are the Löwdin charges for atoms 1 to 8, given in e: Pt 1.399; N 0.107; C -0.760; S 0.796; N 0.062; N -0.123; C -0.149; C -0.196

=====

2.
Computed, not measured: a single C4H5NO2 molecule, with wB97M-V/def2-TZVPD.

Results
Energy above the lowest of the compared OMol25 structures with the same formula, charge and spin: 42.4 kJ/mol
Structure (SMILES): Cc1coc(O)n1
Total energy: -9813.876 eV

CARTESIAN COORDINATES (ANGSTROEM)
C1 1.89137 0.28305 -0.31517
C2 0.42392 0.02540 -0.20273
C3 -0.45802 -0.29367 -1.17136
O1 -1.70674 -0.41823 -0.59164
C4 -1.47753 -0.15738 0.69331
O2 -2.55755 -0.19255 1.46993
N1 -0.25657 0.10707 1.01794
H1 2.18594 1.08387 0.36834
H2 2.48028 -0.60534 -0.06291
H3 2.15203 0.58453 -1.33398
H4 -0.40575 -0.46076 -2.23514
H5 -2.27140 0.04402 2.36342

Here are the Löwdin charges for atoms 1 to 8, given in e: C -0.039; C -0.327; C -0.048; O 0.101; C -0.498; O 0.141; N 0.178; H 0.079

=====

3.
Computed, not measured: a single C4H5FN2S molecule in a non-equilibrium geometry, with wB97M-V/def2-TZVPD.

Results
Energy above the lowest of the compared OMol25 structures with the same formula, charge and spin: 319.7 kJ/mol
Structure (SMILES): FC1=CN/C(=N\S)C1
Total energy: -20758.676 eV

CARTESIAN COORDINATES (ANGSTROEM)
F1 3.36180 -0.42705 -0.23089
C1 2.03902 -0.09853 0.08060
C2 1.51556 1.18138 0.05180
N1 0.08971 1.14667 0.09986
C3 -0.30539 -0.09584 0.04044
N2 -1.47690 -0.70578 0.31291
S1 -2.86452 0.05312 -0.17950
C4 0.97562 -1.06066 0.06655
H1 2.00237 2.20473 0.07910
H2 -0.26032 2.07766 0.18943
H3 -3.75793 -0.81042 -0.02730
H4 1.20263 -1.63800 -0.75354
H5 0.75089 -1.48477 1.13660

Here are the Löwdin charges for atoms 1 to 8, given in e: F 0.022; C -0.258; C -0.004; N 0.072; C -0.439; N -0.397; S 0.693; C -0.028

=====

4.
Computed, not measured: 2 unconnected molecules or ions with the total composition C7H13NO2, with wB97M-V/def2-TZVPD.

Results
Energy above the lowest of the compared OMol25 structures with the same formula, charge and spin: 159.4 kJ/mol
Structure (SMILES): C#CC(C)(C)C.NC(=O)O
Total energy: -13054.277 eV

CARTESIAN COORDINATES (ANGSTROEM)
C1 1.71876 -2.10406 0.89529
C2 1.57530 -1.01357 0.42466
C3 1.40211 0.31886 -0.13865
C4 0.69900 0.19644 -1.49554
C5 0.55550 1.15491 0.82919
C6 2.78113 0.96577 -0.31812
H1 1.84248 -3.06426 1.29938
H2 1.30697 -0.38768 -2.18298
H3 0.54418 1.18425 -1.92686
H4 -0.26306 -0.30089 -1.39337
H5 0.38275 2.14751 0.41663
H6 1.06537 1.26177 1.78467
H7 -0.40304 0.67399 1.00963
H8 2.67423 1.96449 -0.73728
H9 3.29503 1.04237 0.63808
H10 3.39546 0.37043 -0.99024
N1 -3.71750 -1.37324 0.78031
C7 -3.01577 -0.60442 -0.07383
O1 -2.48657 -0.98711 -1.08427
O2 -2.97713 0.68149 0.34213
H11 -4.10807 -0.97594 1.61490
H12 -3.79974 -2.35629 0.59883
H13 -2.46741 1.20518 -0.29253

Here are the Löwdin charges for atoms 1 to 8, given in e: C 0.140; C -0.115; C -0.625; C -0.044; C -0.046; C -0.053; H 0.014; H 0.088

=====

5.
Computed, not measured: a molecular structure, C58H59CoGe2N2O6, with wB97M-V/def2-TZVPD.

Results
Net charge: -1
Multiplicity: 2
Total energy: -227030.890 eV
<S²>: 0.7614

CARTESIAN COORDINATES (ANGSTROEM)
Co1 -0.39096 -0.17071 0.34176
C1 -1.68411 -1.40257 -2.37239
O1 -1.34185 -0.12502 -1.85808
C2 -2.34106 0.85181 -1.95502
C3 -1.72875 2.14514 -1.47378
O2 -1.13407 1.98130 -0.19831
C4 -0.46136 3.15599 0.20122
H1 -0.79363 -2.02112 -2.29816
H2 -2.49403 -1.84519 -1.78373
H3 -1.98955 -1.31544 -3.42067
H4 -3.22123 0.56686 -1.36238
H5 -2.66352 0.99549 -2.99768
H6 -2.50179 2.92590 -1.43426
H7 -0.95785 2.46957 -2.18118
H8 -1.16084 3.99819 0.23622
H9 0.34826 3.38480 -0.50081
H10 -0.04853 2.95843 1.18694
C5 -3.38507 0.18947 1.40642
N1 -2.26137 -0.65312 1.02925
C6 -2.37771 -1.93072 1.19573
C7 -1.29876 -2.75698 0.82224
C8 -1.10103 -4.13985 0.75747
C9 0.18514 -4.30808 0.24099
C10 0.70673 -3.01887 0.02256
N2 -0.18864 -2.09592 0.36419
C11 -3.67985 0.14167 2.89454
C12 -4.97795 0.29666 3.36832
C13 -5.23587 0.31855 4.73281
C14 -4.19169 0.17843 5.63586
C15 -2.89303 0.02023 5.16721
C16 -2.63281 0.00510 3.80564
H11 -4.28369 -0.07741 0.83666
H12 -3.12931 1.21951 1.14694
H13 -3.28868 -2.36842 1.61153
H14 -1.81043 -4.90309 1.03865
H15 0.69726 -5.23770 0.05061
H16 1.65670 -2.73394 -0.38897
H17 -5.79511 0.39742 2.66165
H18 -6.25127 0.44136 5.08923
H19 -4.38987 0.18814 6.70039
H20 -2.07167 -0.09169 5.86303
H21 -1.61447 -0.10336 3.44657
O3 0.76661 0.02183 4.13262
C17 0.93533 0.67928 3.10358
O4 0.17240 0.67344 2.08458
C18 2.07282 1.70823 3.10637
C19 2.64175 2.11192 1.74551
Ge1 4.10406 0.97241 1.16410
C20 4.88384 1.66917 -0.49179
C21 4.41109 2.86248 -1.03648
C22 5.02480 3.44466 -2.13913
C23 6.12766 2.83648 -2.71950
C24 6.62107 1.65512 -2.18260
C25 6.00878 1.08392 -1.07582
C26 4.03586 -0.96274 1.28810
C27 3.59462 -1.55809 2.47246
C28 3.70466 -2.92864 2.65890
C29 4.27335 -3.72189 1.67279
C30 4.69112 -3.14687 0.48256
C31 4.56031 -1.77772 0.28643
C32 5.54850 1.46621 2.45153
C33 6.17544 0.56841 3.31291
C34 7.15988 0.98704 4.20229
C35 7.54192 2.31872 4.24479
C36 6.94152 3.22816 3.38347
C37 5.96070 2.80061 2.50103
H22 2.85673 1.34443 3.77434
H23 1.63497 2.57806 3.60848
H24 3.09430 3.10654 1.80423
H25 1.85901 2.12716 0.98575
H26 3.54517 3.34368 -0.59586
H27 4.64064 4.37206 -2.54635
H28 6.60298 3.28214 -3.58401
H29 7.49057 1.18292 -2.62279
H30 6.42559 0.17878 -0.65278
H31 3.13662 -0.95971 3.25094
H32 3.34176 -3.37467 3.57557
H33 4.37102 -4.78918 1.82462
H34 5.10059 -3.76570 -0.30611
H35 4.83447 -1.35383 -0.67021
H36 5.89463 -0.47851 3.29609
H37 7.62795 0.26798 4.86381
H38 8.30048 2.64784 4.94401
H39 7.24002 4.26962 3.39964
H40 5.51116 3.52494 1.82889
O5 1.65596 -1.20053 -2.30006
C38 1.52127 -0.05864 -1.86921
O6 1.26723 0.27205 -0.65916
C39 1.64553 1.12230 -2.83643
C40 2.33606 0.73938 -4.14832
Ge2 1.17977 0.62912 -5.69852
C41 -0.13277 2.08141 -5.86112
C42 -0.20994 3.15742 -4.97807
C43 -1.15191 4.16566 -5.15063
C44 -2.03290 4.11651 -6.21939
C45 -1.95096 3.07002 -7.12918
C46 -1.00677 2.06919 -6.95247
C47 0.25881 -1.09315 -5.74535
C48 1.00125 -2.25075 -5.50551
C49 0.40108 -3.50124 -5.51233
C50 -0.96061 -3.61561 -5.75343
C51 -1.71666 -2.47496 -5.97752
C52 -1.11030 -1.22484 -5.97039
C53 2.23303 0.80794 -7.35260
C54 2.76995 -0.29650 -8.01348
C55 3.52737 -0.14420 -9.16786
C56 3.75578 1.12185 -9.68650
C57 3.22282 2.23225 -9.04695
C58 2.47112 2.07351 -7.89054
H41 2.17074 1.92864 -2.32250
H42 0.61655 1.44934 -2.98640
H43 3.16793 1.40003 -4.39886
H44 2.73908 -0.26661 -4.01324
H45 0.48372 3.22302 -4.14935
H46 -1.19447 4.99022 -4.44942
H47 -2.77268 4.89586 -6.35194
H48 -2.62053 3.03773 -7.97986
H49 -0.93703 1.27292 -7.68526
H50 2.05685 -2.17732 -5.27126
H51 0.99379 -4.38516 -5.31437
H52 -1.43324 -4.58966 -5.74909
H53 -2.78331 -2.55645 -6.14710
H54 -1.72312 -0.34462 -6.12342
H55 2.58331 -1.29345 -7.63158
H56 3.93571 -1.01529 -9.66521
H57 4.34001 1.24225 -10.59005
H58 3.38707 3.22250 -9.45380
H59 2.05544 2.95027 -7.40619

Here are the Löwdin charges for atoms 1 to 8, given in e: Co 0.627; C -0.050; O -0.222; C -0.186; C -0.180; O -0.224; C -0.074; H 0.090

=====

6.
Computed, not measured: 2 unconnected molecules or ions with the total composition C6H14N2O2 in a non-equilibrium geometry, with wB97M-V/def2-TZVPD.

Results
Energy above the lowest of the compared OMol25 structures with the same formula, charge and spin: 91.2 kJ/mol
Structure (SMILES): CNC(C)=O.CNC(C)=O
Total energy: -13524.679 eV

CARTESIAN COORDINATES (ANGSTROEM)
C1 -1.71220 -0.44867 -1.92795
N1 -0.50277 0.36710 -1.62475
C2 -0.46792 1.66000 -2.12859
C3 0.33315 2.65354 -1.33085
O1 -0.82683 1.90229 -3.25969
H1 -2.42321 -0.42058 -1.10755
H2 -2.06312 -0.01989 -2.86688
H3 -1.39057 -1.45666 -2.16729
H4 -0.33059 0.33915 -0.62721
H5 0.99484 2.18386 -0.59455
H6 0.93148 3.25601 -2.01459
H7 -0.25597 3.36289 -0.74114
C4 0.64079 0.08219 3.17708
N2 1.11568 -0.73050 2.05708
C5 0.26622 -1.64800 1.51873
C6 0.67878 -2.22987 0.19615
O2 -0.76705 -1.97696 2.07046
H8 0.20165 -0.59702 3.89281
H9 1.46603 0.69899 3.52760
H10 -0.12768 0.78102 2.83185
H11 1.97186 -0.55978 1.56075
H12 0.30105 -3.25252 0.19316
H13 0.21719 -1.68728 -0.62309
H14 1.74920 -2.25931 -0.01154

Here are the Löwdin charges for atoms 1 to 8, given in e: C -0.057; N -0.010; C -0.546; C -0.008; O 0.059; H 0.089; H 0.078; H 0.070